79
Properties=species:S:1:pos:R:3 method="wB97M-V/def2-TZVPD" charge=0 lumo_ev=-0.648 fmax_ev_per_a=3.0 e_homo_ev=-7.24
Ti -0.35 0.95 -0.45
C 3.59 4.56 -2.71
C 2.89 5.07 -1.59
C 1.78 4.37 -1.15
C 1.37 3.16 -1.81
C 2.01 2.75 -2.94
C 3.15 3.41 -3.38
N 0.19 2.54 -1.36
N -0.37 3.01 -0.15
C -1.71 2.72 -0.01
C -2.50 3.38 0.93
C -3.85 3.05 1.02
C -4.34 1.96 0.33
C -3.48 1.16 -0.45
C -2.17 1.56 -0.64
H 4.46 5.09 -3.02
H 3.18 5.95 -1.01
H 1.24 4.70 -0.23
H 1.66 1.84 -3.43
H 3.71 3.05 -4.22
H -2.15 4.20 1.50
H -4.40 3.68 1.68
H -5.39 1.74 0.43
H -3.87 0.29 -1.04
Se 3.90 -2.84 -3.42
Sb 4.15 -2.01 -1.24
Se 2.19 -0.17 -1.10
Se 2.16 -2.12 0.24
Se 6.01 -1.61 0.08
C 1.95 2.16 1.79
N 2.09 0.75 2.22
C 3.47 0.28 2.42
C 1.01 -0.09 2.31
N 0.00 0.05 1.48
C -1.20 -0.65 1.71
C -1.86 -0.70 2.94
C -3.06 -1.40 3.06
C -3.64 -1.98 1.96
C -3.03 -1.92 0.71
C -1.83 -1.22 0.58
N -1.17 -1.06 -0.68
C -1.19 -1.85 -1.72
N -1.35 -3.22 -1.63
C -1.95 -4.08 -2.71
C -0.96 -3.91 -0.45
N -1.11 -1.36 -3.04
C -1.29 0.07 -3.25
C -0.05 -1.91 -3.97
N 1.15 -1.07 3.26
C 1.81 -0.93 4.58
C 0.49 -2.41 3.19
H 2.40 2.86 2.49
H 0.91 2.49 1.72
H 2.32 2.25 0.74
H 4.07 0.47 1.54
H 3.44 -0.81 2.65
H 3.83 0.82 3.28
H -1.42 -0.13 3.74
H -3.60 -1.47 3.98
H -4.57 -2.47 2.03
H -3.48 -2.38 -0.14
H -2.58 -3.49 -3.31
H -2.63 -4.75 -2.19
H -1.24 -4.55 -3.33
H -0.08 -3.41 0.00
H -0.71 -4.88 -0.79
H -1.71 -4.09 0.34
H -2.20 0.36 -2.71
H -1.44 0.19 -4.35
H -0.44 0.77 -3.08
H -0.37 -1.67 -4.99
H 0.11 -2.94 -3.76
H 0.84 -1.36 -3.76
H 2.34 0.00 4.56
H 2.54 -1.69 4.66
H 1.18 -0.84 5.45
H -0.07 -2.60 2.34
H -0.18 -2.54 4.02
H 1.36 -3.09 3.24